(1)
Below is a 12-piece molecular cluster, C64H64N8 overall at a distorted geometry, with properties calculated with ωB97M-V with the def2-TZVPD basis set.

```
136
Properties=species:S:1:pos:R:3:forces:R:3
C 16.2781 14.4503 19.1395 -0.21 -0.89 -0.41
C 16.0221 15.4374 18.1932 0.32 -0.25 0.78
C 15.7207 16.6936 18.6857 -0.54 -0.01 -0.30
C 15.5490 16.9461 20.0408 0.86 -0.47 -0.02
C 15.8255 15.9440 20.9629 0.21 -0.36 -0.03
C 16.1859 14.6679 20.5012 -0.66 0.51 -0.07
H 16.4648 13.4284 18.8136 0.07 0.18 -0.11
H 16.0280 15.1834 17.1386 0.12 0.28 0.09
H 15.5445 17.4866 17.9955 -0.17 0.52 -0.44
H 15.2860 17.9402 20.3498 -0.12 0.22 0.21
H 15.8000 16.1578 22.0250 -0.25 -0.10 -0.03
H 16.2098 13.7882 21.1363 0.40 0.34 0.29
C 11.0075 8.1946 13.0658 -0.57 1.76 -0.91
C 12.2435 8.6737 13.4486 0.27 0.34 -0.28
C 12.4761 10.0473 13.5080 -0.46 0.13 -0.11
C 11.4827 10.9486 13.1446 0.74 0.58 -0.40
C 10.2697 10.5227 12.6400 0.31 -1.19 1.11
C 10.0379 9.1560 12.6611 -0.15 -1.05 0.06
H 10.8589 7.1458 12.9031 -0.30 -0.33 0.20
H 13.0697 7.9936 13.5611 0.16 -0.23 0.40
H 13.4336 10.4585 13.7774 0.28 -0.14 0.14
H 11.7219 12.0066 13.1360 -0.03 -0.01 0.21
H 9.4798 11.1978 12.3903 -0.18 0.39 -0.30
H 9.0567 8.8270 12.3434 0.01 -0.26 -0.08
C 16.1709 11.8793 10.9335 0.02 -1.00 0.13
C 15.5267 10.6244 11.0572 0.36 0.52 0.22
C 15.8625 9.7701 12.1112 0.65 0.46 0.01
C 16.9095 10.1233 12.9910 -0.21 0.38 -0.73
C 17.6002 11.3214 12.8205 -1.13 0.13 -0.44
C 17.2001 12.2114 11.8038 0.30 -0.57 0.90
H 15.8697 12.5349 10.1313 0.00 0.19 -0.05
H 14.7760 10.3439 10.3142 0.11 0.07 0.40
H 15.3392 8.8305 12.2421 0.02 0.02 -0.04
H 17.2071 9.4916 13.8060 -0.11 -0.38 0.21
H 18.3398 11.6535 13.5350 0.19 -0.10 -0.04
H 17.7299 13.1515 11.8332 -0.17 0.30 -0.54
C 13.5296 15.4554 15.0453 0.50 -0.39 -2.10
C 14.0994 15.2792 13.7740 -0.34 -0.14 -0.26
C 14.6622 14.0689 13.3512 -0.61 1.09 0.40
C 14.6790 13.0137 14.2314 0.76 -0.40 0.78
C 14.2222 13.1987 15.5448 -0.56 0.17 -0.76
C 13.5923 14.4049 15.8930 0.51 -1.39 1.91
H 12.9180 16.2946 15.2683 -0.04 0.90 0.18
H 13.9847 16.0560 13.0512 0.10 0.55 -0.36
H 15.0522 13.9393 12.3531 -0.04 0.18 -0.09
H 15.1913 12.1129 13.8824 -0.39 -0.03 0.43
H 14.2390 12.3851 16.2493 0.11 -0.14 0.21
H 13.1895 14.5342 16.9037 0.11 -0.26 -0.26
C 12.2357 19.5650 10.6241 -0.83 -1.02 -0.23
C 11.8155 18.3108 11.0337 0.09 -0.98 -1.04
C 12.0178 17.9413 12.3404 -0.47 -0.60 -0.21
N 12.5612 18.7483 13.2170 1.11 0.24 1.28
C 13.0357 19.9282 12.8193 -0.97 -0.20 0.14
C 12.8123 20.3845 11.5314 1.18 1.27 0.74
H 12.1212 19.9216 9.6320 -0.21 0.03 -0.86
H 11.4583 17.5180 10.3645 -0.06 0.68 0.04
H 11.7355 16.9317 12.6647 0.02 0.42 0.05
H 13.5056 20.5253 13.5921 0.09 0.11 -0.14
H 13.1463 21.3631 11.2077 0.09 0.02 0.20
C 9.0667 13.8746 16.3991 -1.25 -0.66 0.46
C 10.2299 14.2918 15.8543 2.02 0.79 -0.48
C 10.4317 14.1847 14.4843 -0.60 -0.72 0.36
N 9.4905 13.6820 13.6947 0.99 0.39 -1.44
C 8.3468 13.3051 14.2055 -0.47 -0.04 0.97
C 8.0912 13.3533 15.5605 0.08 0.27 0.11
H 8.9268 13.8952 17.4670 -0.11 0.09 0.21
H 11.0496 14.6764 16.4558 -0.28 -0.02 0.06
H 11.3944 14.3847 14.0358 0.05 0.28 -0.01
H 7.5803 12.9316 13.5569 -0.19 -0.19 -0.53
H 7.1458 13.0092 15.9223 -0.36 -0.16 0.30
C 12.1210 13.0823 8.7375 0.14 0.89 -0.23
C 11.6597 13.1440 10.0267 -0.81 -0.15 0.26
C 12.0732 14.1706 10.8553 0.27 -0.71 -0.23
N 12.9560 15.0614 10.4506 -0.27 1.40 1.49
C 13.3625 15.0579 9.2074 0.14 -0.34 -0.32
C 13.0038 14.0691 8.3323 0.15 -0.24 -1.28
H 11.6650 12.4515 8.0084 0.07 -0.77 -0.24
H 10.8807 12.4824 10.3540 -0.14 -0.31 0.22
H 11.6523 14.2529 11.8458 0.12 0.09 0.23
H 13.9329 15.8995 8.8676 0.56 0.26 -0.01
H 13.3724 14.1331 7.3093 -0.18 -0.15 0.15
C 9.9786 18.3764 16.5689 0.89 0.05 0.49
C 11.3412 18.5935 16.3991 0.32 0.17 -0.29
C 12.2454 17.9857 17.2736 -1.09 0.28 -0.16
N 11.8052 17.1736 18.2166 1.80 -0.87 1.10
C 10.5314 16.9202 18.4169 0.38 0.46 -1.28
C 9.6102 17.5546 17.6137 -1.77 -0.33 0.28
H 9.2449 18.8638 15.9438 -0.01 -0.07 -0.07
H 11.6983 19.1968 15.5804 0.10 0.09 -0.08
H 13.3220 18.1462 17.2428 -0.21 0.02 -0.21
H 10.3055 16.1330 19.1176 -0.34 0.16 0.34
H 8.5619 17.3790 17.8172 -0.15 -0.03 -0.13
C 16.7238 8.7321 16.6998 0.25 0.23 0.01
C 17.0989 9.6537 17.6626 -0.22 0.40 0.41
C 16.1155 10.4497 18.2294 -0.92 -0.48 0.21
N 14.8078 10.3666 17.8905 1.50 0.89 0.58
C 14.5155 9.5649 16.8890 -1.16 0.35 -0.35
C 15.4086 8.7273 16.2711 0.80 -0.60 -0.21
H 17.4568 8.0601 16.2774 0.01 -0.05 -0.11
H 18.1044 9.7890 18.0311 0.18 -0.25 -0.18
H 16.3583 11.1160 19.0551 -0.05 0.01 -0.19
H 13.4899 9.6711 16.5500 -0.08 -0.45 -0.09
H 15.1339 8.0541 15.4764 -0.34 0.00 -0.11
C 16.9759 17.4002 11.4292 0.70 -0.01 -0.27
C 17.9887 18.2691 11.0337 0.20 -0.48 -0.43
C 17.6943 19.1993 10.0466 0.11 0.70 0.92
N 16.4939 19.3104 9.4941 0.01 0.34 -0.52
C 15.5428 18.4578 9.8511 0.60 -0.34 0.37
C 15.7313 17.4865 10.8291 -0.33 -0.07 0.18
H 17.2488 16.6360 12.1390 -0.37 -0.18 0.25
H 19.0210 18.1376 11.3804 -0.54 0.23 0.11
H 18.4196 19.9932 9.8370 -0.16 -0.42 -0.39
H 14.6150 18.5408 9.3210 -0.45 0.06 -0.10
H 14.9147 16.8227 11.1152 0.15 0.11 -0.13
C 12.8929 12.8011 19.7788 -0.52 0.68 0.02
C 11.9296 12.0587 20.4390 -0.38 -1.33 0.26
C 10.9518 12.6871 21.2110 1.01 0.28 -0.79
N 10.9170 14.0130 21.3152 -1.42 -0.54 1.28
C 11.8086 14.7262 20.6945 0.80 0.79 -0.97
C 12.7772 14.1825 19.8675 1.11 -0.30 0.16
H 13.6977 12.3517 19.2134 -0.10 -0.20 -0.08
H 11.9308 10.9598 20.3713 0.07 0.56 0.08
H 10.2230 12.1283 21.7714 -0.23 -0.15 0.04
H 11.7715 15.8032 20.8256 -0.03 0.01 0.01
H 13.5542 14.7943 19.4238 -0.29 0.23 -0.09
C 19.0892 16.9838 14.5660 0.41 1.45 -0.27
C 17.9192 16.3225 14.7976 -1.30 0.45 0.20
C 17.9249 14.9676 14.6328 0.08 -0.40 0.39
N 19.0216 14.3244 14.2878 -0.09 -1.81 -0.80
C 20.0967 14.9757 13.8990 0.33 0.23 -0.04
C 20.1721 16.3439 14.0141 0.82 0.43 0.34
H 19.1908 18.0394 14.7596 -0.25 0.26 0.00
H 16.9790 16.8136 15.0552 0.41 0.06 0.17
H 17.0470 14.3755 14.8454 -0.12 -0.15 -0.01
H 20.9331 14.4104 13.5029 -0.05 -0.18 0.11
H 21.0800 16.9172 13.8022 -0.30 -0.38 -0.08
```
Positions in Å, forces in eV/Å.

Summary:
- E_tot: -2915.138665 hartree
- Charge: 0
- SMILES: c1ccccc1.c1ccccc1.c1ccccc1.c1ccccc1.c1ccncc1.c1ccncc1.c1ccncc1.c1ccncc1.c1ccncc1.c1ccncc1.c1ccncc1.c1ccncc1
- Lowest unoccupied orbital energy: 0.65 eV
- HOMO level: -9.0 eV

***

(2)
Below is a 8-piece molecular cluster, C64H76N11O7 overall at a distorted geometry, with properties calculated with ωB97M-V with the def2-TZVPD basis set.

```
158
Properties=species:S:1:pos:R:3:forces:R:3
C 3.4182 -5.8212 -1.3600 -0.07 -0.36 -0.01
N 3.8774 -6.6216 -0.1683 0.24 0.01 -0.93
C 5.0062 -6.2517 0.4984 -1.84 -0.61 0.09
C 5.4225 -6.9834 1.5835 0.16 -0.31 0.00
C 4.7657 -8.1977 1.8668 0.45 0.09 0.80
C 3.7005 -8.6076 1.0704 -0.50 -0.63 -0.55
C 3.2364 -7.8027 0.0603 1.65 1.70 0.41
C 5.2442 -9.0747 3.0029 -0.65 -1.37 -3.43
C 5.6539 -8.6108 4.1713 0.82 2.61 2.83
C 6.2470 -9.4205 5.1168 0.52 -0.55 0.48
N 6.4942 -10.7035 4.9034 -1.49 -0.05 -1.54
C 6.0610 -11.2119 3.6961 0.85 -0.10 1.27
C 5.4308 -10.4519 2.7543 0.36 -0.21 -0.64
C 7.1758 -11.5237 5.9221 1.27 -0.40 -0.20
H 3.7661 -4.7968 -1.3225 -0.02 0.10 0.34
H 2.3282 -5.8509 -1.4143 0.20 0.14 0.24
H 3.8056 -6.2728 -2.2710 0.16 -0.16 0.09
H 5.4422 -5.3324 0.1912 0.39 0.50 -0.22
H 6.2947 -6.5932 2.1217 -0.40 -0.52 -0.05
H 3.2115 -9.5811 1.1183 0.24 0.20 0.58
H 2.4321 -7.9852 -0.6116 -0.53 -0.47 -0.16
H 5.6190 -7.5416 4.4457 -0.20 -0.66 -0.29
H 6.6197 -9.0905 6.0579 -0.02 0.69 0.49
H 6.3668 -12.2216 3.5623 -0.13 -0.75 -0.40
H 5.2815 -10.9245 1.7659 -0.22 0.41 0.74
H 6.6032 -12.3747 6.2886 -0.38 0.20 -0.32
H 7.4156 -10.8677 6.7511 0.05 -0.05 0.09
H 8.1239 -11.9104 5.4876 -0.61 0.29 0.24
C -0.4592 13.9182 -3.5148 -0.42 -0.34 -0.81
N -1.0445 12.5715 -3.8758 2.16 0.68 -0.80
C -0.2787 11.8505 -4.7236 -0.50 0.41 0.33
C -0.6460 10.5778 -5.0961 1.31 0.66 -0.93
C -1.7610 10.0306 -4.5286 -1.83 -0.26 0.40
C -2.5971 10.8532 -3.7769 0.36 -0.74 0.03
C -2.2151 12.1306 -3.4705 -0.63 -0.30 0.82
C -2.1738 8.6500 -4.9011 0.28 0.43 0.06
C -1.1672 7.7279 -5.0898 1.65 -0.71 0.44
C -1.3527 6.5792 -5.8133 -1.28 -0.69 -1.38
N -2.5962 6.3771 -6.3764 1.67 -0.06 0.22
C -3.5928 7.2188 -6.0873 -0.49 -1.09 -0.08
C -3.4627 8.2859 -5.2579 -0.66 1.71 0.36
C -2.7462 5.3661 -7.4698 0.20 0.95 -0.69
H 0.1104 14.2805 -4.3841 -0.46 -0.05 0.32
H 0.2258 13.8522 -2.6814 -0.15 -0.25 0.37
H -1.3143 14.5345 -3.3314 -0.13 0.72 0.31
H 0.5638 12.4309 -5.0605 0.34 -0.56 -0.39
H -0.1070 10.1150 -5.9223 0.09 -0.15 0.50
H -3.5036 10.4461 -3.3841 -0.47 0.10 0.21
H -2.8128 12.7518 -2.8329 -0.12 0.39 0.11
H -0.1761 7.8866 -4.6458 -0.37 0.09 -0.44
H -0.5879 5.8608 -6.1511 -0.34 0.46 0.73
H -4.5180 7.0135 -6.5685 -0.67 -0.21 -0.26
H -4.3499 8.9259 -5.0233 0.95 -0.62 -0.52
H -3.7517 4.9771 -7.5031 -0.28 0.02 0.17
H -2.0399 4.5471 -7.3926 0.15 0.12 0.40
H -2.5454 5.9260 -8.4051 -0.15 -0.48 0.39
C 6.3739 0.2712 2.0675 -0.01 -1.01 -0.86
N 5.3957 -0.4782 2.9438 0.57 0.58 -0.63
C 4.0938 -0.2876 2.6295 1.93 1.59 -2.93
C 3.1666 -0.8913 3.3725 -2.44 -1.10 2.96
C 3.4518 -1.5015 4.6043 0.78 -0.49 -1.32
C 4.8156 -1.6412 4.8530 0.30 -1.36 2.02
C 5.7813 -1.2020 4.0059 -0.95 0.89 -0.55
C 2.4551 -1.9656 5.5927 0.54 2.09 0.09
C 2.5450 -1.3474 6.8572 0.62 -1.03 -0.82
C 1.5649 -1.5674 7.7742 -1.37 0.13 0.28
N 0.4464 -2.2744 7.4642 -0.21 -0.60 -0.83
C 0.3407 -2.7876 6.2178 -0.74 -0.76 0.62
C 1.3137 -2.6629 5.2930 -0.01 -0.51 -2.35
C -0.6527 -2.5774 8.4526 1.04 0.96 0.43
H 5.7630 1.0314 1.5533 0.57 -0.01 0.76
H 6.7460 -0.3640 1.2247 -0.46 0.02 0.81
H 7.2803 0.5813 2.6016 -0.60 0.30 0.12
H 1.0664 5.0473 -2.4049 1.15 0.19 1.49
H 2.1419 -0.6688 3.1126 -0.40 -0.32 -0.08
H 5.1796 -2.1436 5.7635 -0.32 0.20 -0.42
H 6.8005 -1.3333 4.2236 1.22 -0.10 0.07
H 3.4483 -0.7731 7.0115 -0.29 0.24 0.61
H 1.4828 -1.1024 8.7270 0.49 0.25 0.75
H -0.4987 -3.3957 5.8897 -0.32 0.31 0.89
H 1.0967 -3.0791 4.2671 0.57 0.48 1.27
H -1.3994 -3.0983 7.9086 -0.59 -0.64 -0.31
H -1.1114 -1.6403 8.8233 0.58 -0.49 -0.01
H -0.2249 -3.2017 9.2548 -0.36 0.41 -0.28
C -6.5707 4.7482 0.7618 -0.85 -0.11 -0.43
N -5.8430 3.6580 0.0884 1.83 0.32 -0.89
C -4.5445 3.9088 -0.3217 -1.65 -0.52 1.17
C -3.7970 2.9516 -0.9302 2.28 1.40 -0.62
C -4.3379 1.7378 -1.2847 -1.96 -0.82 0.10
C -5.6669 1.4973 -0.8992 1.30 1.47 0.06
C -6.3667 2.4739 -0.1932 -0.74 -1.14 -0.45
C -3.5689 0.7603 -2.0748 1.14 0.86 0.74
C -4.0259 0.1368 -3.2188 0.72 -0.85 0.09
C -3.1234 -0.6090 -3.9549 -0.55 1.16 0.74
N -1.8186 -0.6168 -3.6447 -0.01 -0.76 -0.17
C -1.3451 -0.0053 -2.5466 -0.20 0.00 -0.95
C -2.2326 0.6747 -1.7224 0.58 -0.77 -0.16
C -0.8977 -1.0688 -4.7431 0.98 1.87 1.17
H -7.5326 4.3476 1.1003 0.25 0.32 -0.03
H -6.7189 5.5939 0.0730 -0.05 -0.48 0.11
H -5.9779 5.0906 1.5833 0.23 0.11 0.61
H -4.1795 4.8630 -0.0181 0.33 0.53 -0.10
H -2.7450 3.2399 -1.2266 -1.10 -0.48 0.21
H -6.1140 0.5962 -1.2062 -0.82 -0.91 -0.01
H -7.3903 2.2559 0.0938 0.04 0.39 0.14
H -5.0358 0.2332 -3.5249 -0.74 -0.02 -0.42
H -3.4148 -1.0437 -4.8735 -0.09 -0.54 -0.76
H -0.2679 0.0319 -2.4957 -0.03 0.00 0.56
H -1.8335 1.1488 -0.8430 0.12 0.13 0.00
H -1.0164 -0.2372 -5.4411 0.42 -0.42 -0.36
H -1.1029 -2.0245 -5.1570 -0.67 -0.74 -0.15
H 0.1272 -1.0652 -4.3352 -0.48 0.02 -0.25
C -4.0013 -5.5135 -3.3739 0.69 -0.68 1.10
N -3.8266 -4.5898 -2.2061 0.34 -0.59 -1.01
C -2.5632 -4.2078 -1.9920 0.54 2.33 1.88
C -2.2540 -3.1994 -1.0256 -0.49 -1.54 0.26
C -3.3174 -2.7032 -0.2325 -0.70 -0.73 -1.01
C -4.6255 -3.1174 -0.5700 0.12 -0.77 -0.42
C -4.8715 -4.1186 -1.5102 1.02 0.93 0.46
C -3.1827 -1.8396 0.9655 0.69 0.07 -0.21
C -1.9922 -1.1437 1.1858 -1.06 -0.34 0.11
C -1.9173 -0.3525 2.3184 0.89 -0.47 -0.52
N -2.9210 -0.2244 3.2093 0.60 -0.51 -1.44
C -4.0406 -0.8682 2.9552 -2.05 -0.82 0.46
C -4.1973 -1.7250 1.9032 0.08 0.09 -0.56
C -2.8548 0.6813 4.3134 0.14 1.47 0.71
H -5.0240 -5.6098 -3.6513 -0.79 -0.03 -0.02
H -3.5771 -6.4903 -3.0871 -0.29 0.36 -0.27
H -3.4416 -5.0825 -4.1773 0.23 0.08 -0.54
H -1.7549 -4.6628 -2.5480 -0.25 -0.09 -0.22
H -1.1901 -3.0154 -0.7909 -0.37 0.23 -0.38
H -5.4749 -2.6908 -0.0712 -0.22 -0.09 0.14
H -5.8181 -4.5850 -1.7182 -0.32 0.25 -0.05
H -1.1366 -1.2713 0.4672 0.34 0.55 0.55
H -0.9800 0.1295 2.5013 0.27 0.52 0.40
H -4.9114 -0.7334 3.5912 0.45 0.19 0.35
H -5.1298 -2.2484 1.8127 -0.20 -0.10 0.14
H -1.8423 0.7554 4.6896 0.17 -0.02 -0.05
H -3.5057 0.3728 5.1222 -0.14 -0.12 -0.04
H -3.1668 1.6670 3.9436 0.10 -0.15 0.34
N -0.7779 2.9871 -3.7335 0.74 0.43 0.68
O -0.9131 2.9232 -2.4500 -0.47 0.67 -2.69
O -0.4193 4.0878 -4.3028 -1.03 -2.18 1.31
O -0.9236 1.9228 -4.4033 -0.01 1.46 0.46
C 2.9494 4.1709 0.1108 0.58 0.68 -1.04
C 1.8933 4.0617 -0.9291 -0.70 0.39 -0.23
O 1.7299 5.2459 -1.6566 -1.29 -2.09 -0.82
O 1.2504 3.0476 -1.0774 0.40 0.90 -0.38
H 3.7119 4.8438 -0.2945 0.21 -0.30 0.27
H 3.3113 3.1592 0.2628 0.15 0.15 0.45
H 2.5677 4.6623 0.9909 -0.20 -0.13 0.46
C 2.4353 -0.4603 -0.8996 0.59 -0.31 0.08
C 1.2652 -1.4105 -0.7692 -0.41 0.46 0.22
O 1.2237 -2.5238 -1.3405 -0.28 0.34 0.29
O 0.3396 -0.9239 -0.0091 0.18 -0.75 -0.64
H 2.9756 -0.5155 0.0650 -0.20 0.34 -0.32
H 2.0880 0.5677 -1.0605 0.08 -0.24 0.20
H 3.1459 -0.7425 -1.6778 -0.16 -0.08 -0.05
```
Positions in Å, forces in eV/Å.

Summary:
- E_tot: -3610.449673 hartree
- Charge: +7
- Lowest unoccupied orbital energy: -13.79 eV
- HOMO level: -18.0 eV